DFT (ωB97M-V with the def2-TZVPD basis set) results for a 2-piece molecular cluster, C21H38N5O3S2 overall in a non-equilibrium geometry.

## Properties
Energy = -57643.8468 eV
Strongest force on any atom = 5.3 eV/A
Gap between HOMO and LUMO = 5.5 eV
LUMO energy = -5.32 eV

The geometry in ORCA input format:
```
! wB97M-V def2-TZVPD RIJCOSX def2/J DEFGRID3
* xyz 1 1
C -1.313 2.412 -1.030
C -0.816 3.318 -2.260
C -0.111 2.503 -3.457
C 0.282 0.990 -3.110
N 1.333 0.844 -2.054
C 1.488 -0.639 -1.864
C 2.531 -1.009 -0.704
C 2.100 -0.345 0.696
C 1.713 -1.541 1.699
C 1.135 -0.851 3.046
N 1.954 -0.893 4.192
N 1.483 -0.316 5.289
C 0.268 0.401 5.522
C -0.738 0.526 4.320
C -0.290 -0.154 2.972
C -1.205 -0.121 1.671
C -2.669 -0.667 2.053
C -3.380 -1.550 0.921
C -2.440 -2.629 0.218
O -2.150 -2.417 -1.001
O -1.864 -3.775 0.850
C 2.660 1.326 -2.501
S 3.368 1.014 -3.992
S 3.701 2.346 -1.327
C 2.645 2.999 0.053
C 3.131 4.531 0.326
C 1.792 5.446 0.464
H -2.003 2.997 -0.316
H -0.365 2.089 -0.449
H -1.921 1.499 -1.386
H -1.747 3.824 -2.714
H -0.083 4.122 -1.900
H 0.829 3.017 -3.863
H -0.871 2.448 -4.327
H -0.635 0.386 -2.747
H 0.582 0.487 -4.110
H 0.483 -1.131 -1.570
H 1.861 -1.141 -2.828
H 3.613 -0.734 -0.944
H 2.514 -2.158 -0.592
H 1.250 0.413 0.627
H 3.024 0.215 1.106
H 2.708 -2.061 1.978
H 0.998 -2.317 1.267
H 2.098 -0.386 6.128
H 0.048 0.863 6.548
H -1.716 1.095 4.417
H -0.723 -0.609 0.761
H -1.334 0.998 1.401
H -2.677 -1.213 3.067
H -3.343 0.260 2.211
H -4.216 -2.149 1.455
H -3.939 -0.930 0.124
H -1.096 -3.456 1.384
H 1.533 3.042 -0.200
H 2.837 2.421 1.021
H 3.687 4.605 1.324
H 3.805 4.928 -0.524
H 1.440 5.726 -0.598
H 1.014 4.782 1.004
H 2.034 6.388 1.081
C -3.145 -6.669 -2.666
O -3.397 -7.619 -3.389
N -2.651 -6.807 -1.413
N -3.336 -5.383 -3.044
H -2.439 -6.034 -0.809
H -2.494 -7.744 -1.079
H -3.701 -5.224 -3.969
H -3.134 -4.592 -2.458
*
```

Here are the Löwdin charges for atoms 1 to 4, given in e: number 1, C, carries -0.15; number 2, C, carries -0.22; number 3, C, carries -0.17; number 4, C, carries -0.25